Density functional theory data (ωB97M-V/def2-TZVPD) for a 2-piece molecular cluster, C9H23BF7N3O3P2 overall at a distorted geometry.

The highest occupied orbital energy comes out at -8.46 eV.

The geometry in XYZ format:
```
48
Properties=species:S:1:pos:R:3:forces:R:3:nbo_charge:R:1
C 2.5718 -4.0160 -1.0712 -0.517 0.612 0.371 -1.037
B 2.3639 -3.2174 0.3697 2.194 -1.977 -0.290 1.043
O 2.9761 -3.8241 1.5684 -2.209 -0.271 -2.489 -0.912
C 1.5071 -1.8058 0.3238 0.919 0.521 -1.392 -0.431
N 0.3630 -1.9836 1.3433 1.387 0.132 -0.252 -0.541
C -0.3612 -0.6916 1.6519 -2.224 1.328 0.510 -0.087
C -1.9841 -1.0293 1.5608 0.171 0.998 0.956 -0.661
C 0.1003 0.5900 0.7275 -1.045 2.089 0.535 0.411
O -0.4567 0.5443 -0.6646 2.087 -0.415 1.760 -0.732
C -0.5809 1.9332 1.4553 0.207 0.694 0.442 -0.432
C -0.8956 3.1520 0.4053 0.070 0.711 1.061 -0.454
C -2.3759 3.1022 -0.2974 0.309 -0.587 -2.322 0.016
F -3.1905 1.8987 0.0737 2.080 2.727 -0.158 -0.388
N 1.5949 0.8181 0.7658 -0.650 -1.777 -0.002 -0.667
C 2.3934 -0.4557 0.6009 0.898 -1.070 2.829 -0.365
P 3.7474 -0.0989 -0.7097 1.281 1.319 -1.355 1.196
N 5.0621 -1.3048 -0.6818 -0.572 1.211 0.334 -1.173
O 4.5221 1.3854 -0.1147 -1.221 -2.896 2.101 -0.944
H 2.6674 -3.1609 -1.8937 -0.154 -2.130 1.463 0.258
H 1.5801 -4.6429 -1.2642 2.098 1.191 0.076 0.257
H 3.5153 -4.7096 -1.0279 -1.909 1.304 -0.337 0.253
H 3.0682 -4.8301 1.4138 0.083 2.481 0.218 0.513
H 1.0356 -1.7113 -0.7618 0.672 -0.100 2.437 0.286
H -0.2690 -2.7330 0.9521 0.549 1.113 0.746 0.451
H 0.8202 -2.3209 2.2299 -0.730 0.051 -1.077 0.446
H -0.0918 -0.3918 2.7755 -0.460 -0.676 -2.564 0.235
H -2.4866 -0.4049 2.4443 0.881 -1.395 -2.212 0.253
H -2.4204 -0.6939 0.5274 0.818 -0.680 2.003 0.308
H -2.1958 -2.1594 1.8038 0.497 2.111 -0.576 0.208
H 0.1143 1.0843 -1.2870 -0.731 -0.745 1.364 0.505
H 0.1710 2.3824 2.2668 -1.433 -1.168 -1.701 0.203
H -1.5653 1.6864 2.0396 1.852 0.255 -1.328 0.246
H 0.0039 3.2687 -0.3691 -2.168 -0.408 1.508 0.218
H -0.8666 4.1575 1.0481 0.013 -2.228 -1.282 0.223
H -2.9998 4.0951 -0.1819 1.083 -2.379 0.257 0.213
H -2.1812 2.9894 -1.4703 -0.777 0.077 2.627 0.219
H 1.9240 1.2362 1.6636 -0.977 -0.261 -1.159 0.392
H 2.9711 -0.6301 1.6263 -1.165 0.026 -1.699 0.193
H 5.4290 -1.4253 -1.6628 -0.505 0.345 1.630 0.413
H 5.8248 -1.0671 -0.0094 -0.753 -0.480 -0.897 0.394
H 4.6400 1.3085 0.8976 -0.095 0.355 -2.223 0.467
F -5.3378 2.1479 -4.2583 2.606 0.759 -5.072 -0.606
P -5.1488 1.9535 -2.7238 -0.737 -0.113 -0.102 2.665
F -6.6463 1.6296 -3.0109 -5.169 -0.981 2.197 -0.606
F -5.0381 0.5609 -2.0329 -2.626 -4.439 2.624 -0.611
F -3.7059 1.4475 -3.0219 5.601 1.203 -1.941 -0.615
F -5.5980 2.5376 -1.3505 -2.257 -0.966 5.174 -0.608
F -4.5704 3.3990 -2.6692 2.728 4.531 -2.791 -0.614
```
Positions in Å, forces in eV/Å.



Density functional theory data (ωB97M-V/def2-TZVPD) for C32H68N3O6SSi as an isolated structure at a distorted geometry.

The spin multiplicity is 4. As for the expectation value of S²: 3.762. The highest occupied orbital energy (alpha / beta) comes out at -7.87 / -9.01 eV.

The geometry in XYZ format:
```
111
Properties=species:S:1:pos:R:3:forces:R:3:mulliken_spin:R:1
C 7.1731 -1.6329 2.9778 -0.040 -0.047 0.135 0.000
C 7.6550 -0.2790 2.4731 0.384 -0.177 -0.105 0.000
O 6.7214 0.4386 1.6407 -0.223 0.034 0.027 0.000
S 5.3976 1.0573 2.3234 0.101 -0.026 -0.826 0.000
O 5.6420 1.1464 3.7451 0.064 0.060 0.585 0.000
O 4.4178 -0.2077 2.1040 -0.100 0.212 0.382 0.001
Si 3.1902 -0.5453 3.2536 -0.441 -0.480 0.093 -0.003
C 2.1795 0.9618 3.6542 0.015 -0.001 0.063 0.001
C 2.1258 -1.8348 2.4282 0.566 0.065 -0.220 -0.008
C 3.8334 -1.2963 4.8324 0.095 0.478 -0.235 0.001
H 7.7340 -2.4455 2.5252 0.061 -0.068 -0.068 0.000
H 7.2928 -1.6981 4.0559 -0.012 -0.026 0.105 0.000
H 6.1258 -1.7973 2.7563 -0.093 0.040 -0.067 0.000
H 8.5145 -0.4170 1.8243 0.029 0.108 -0.136 0.000
H 7.9741 0.3665 3.2853 -0.163 0.095 0.135 0.000
H 1.3053 0.5900 4.1926 -0.093 -0.025 0.048 0.000
H 1.8081 1.4874 2.7769 0.037 0.068 -0.124 0.000
H 2.6850 1.6622 4.3146 0.116 0.107 -0.030 0.000
H 2.6484 -2.2283 1.5554 -0.029 -0.023 -0.130 0.000
H 1.9760 -2.6695 3.1082 -0.261 -0.028 0.097 0.017
H 1.1733 -1.4377 2.0938 -0.183 -0.050 0.041 -0.003
H 4.4916 -2.1356 4.6247 0.009 -0.191 0.105 0.000
H 2.9560 -1.6305 5.3847 -0.036 -0.212 0.058 -0.001
H 4.3614 -0.5663 5.4401 0.146 0.029 0.039 0.000
C -2.6056 -5.0203 6.1690 0.084 0.018 0.068 0.023
C -1.5990 -5.0436 5.0006 -0.681 0.155 0.343 -0.005
C -1.3748 -6.4740 4.5065 0.193 -0.218 -0.055 0.030
C -0.5469 -7.3290 5.4641 0.003 0.082 0.032 -0.019
C 0.7716 -6.6395 5.8107 -0.086 -0.198 -0.224 0.027
C 0.5876 -5.2177 6.3427 0.022 0.105 0.766 0.013
N -0.2841 -4.4477 5.4006 0.350 -0.771 -0.642 0.423
O 0.3705 -3.9999 4.3945 0.028 0.421 0.052 0.517
C 0.0013 -5.2423 7.7622 -0.121 0.014 -0.043 0.015
C 1.9364 -4.5170 6.4332 0.134 0.065 -0.125 -0.021
C -2.1863 -4.1988 3.8779 0.068 0.083 -0.176 -0.006
H -3.6192 -4.9376 5.7792 0.010 -0.021 -0.088 0.001
H -2.5782 -5.9212 6.7790 0.045 0.016 0.008 0.001
H -2.4355 -4.1611 6.8170 0.002 0.018 -0.012 -0.014
H -0.8664 -6.4363 3.5382 0.026 0.086 0.017 0.002
H -2.3497 -6.9345 4.3323 -0.036 0.014 -0.006 0.000
H -1.1128 -7.5511 6.3727 -0.006 0.032 0.007 -0.001
H -0.3372 -8.2921 4.9960 -0.015 -0.022 0.014 0.001
H 1.3204 -7.2202 6.5553 0.022 0.011 0.028 -0.001
H 1.3979 -6.6025 4.9141 -0.018 0.091 -0.010 0.006
H -0.2587 -4.2347 8.0882 0.005 0.013 -0.005 -0.010
H 0.7501 -5.6339 8.4502 0.070 0.006 -0.039 0.001
H -0.8778 -5.8717 7.8639 0.001 0.016 -0.029 0.001
H 2.4712 -4.5348 5.4866 -0.053 0.028 -0.022 0.007
H 2.5480 -5.0238 7.1795 -0.017 -0.025 0.044 0.000
H 1.8150 -3.4767 6.7381 -0.017 -0.001 0.007 0.002
H -2.3105 -3.1622 4.1942 -0.001 0.001 0.015 -0.002
H -3.1650 -4.5994 3.6150 -0.037 -0.023 0.039 0.000
H -1.5637 -4.2124 2.9871 0.047 0.027 0.047 0.004
C 0.3946 1.8396 -3.7170 0.167 -0.022 -0.019 0.035
C -0.4004 0.8722 -2.8189 0.061 0.498 -0.582 -0.008
C -0.6420 1.4930 -1.4415 0.041 -0.010 0.301 0.046
C 0.6114 1.5482 -0.5691 0.010 -0.062 -0.088 -0.020
C 1.2636 0.1698 -0.4632 -0.208 0.248 0.225 0.033
C 1.5507 -0.4696 -1.8204 0.766 0.090 -0.268 0.001
N 0.3097 -0.4353 -2.6536 -0.429 0.024 0.920 0.394
O -0.4908 -1.3950 -2.3688 0.006 -0.216 -0.302 0.536
C 2.7200 0.2456 -2.5150 -0.075 0.083 -0.064 0.032
C 1.9737 -1.9197 -1.6303 -0.103 -0.182 0.061 -0.012
C -1.7350 0.6158 -3.5071 -0.156 -0.134 0.035 -0.012
H -0.2896 2.5031 -4.2411 -0.113 -0.043 0.043 0.006
H 1.0815 2.4790 -3.1642 0.021 -0.062 0.025 0.002
H 0.9645 1.3018 -4.4745 -0.013 -0.042 0.007 -0.021
H -1.4085 0.9097 -0.9217 0.016 -0.071 -0.056 0.001
H -1.0516 2.4963 -1.5833 -0.018 0.016 -0.033 0.000
H 1.3240 2.2790 -0.9613 0.002 -0.013 -0.030 -0.001
H 0.3400 1.8967 0.4297 0.010 0.024 0.003 0.002
H 2.2001 0.2381 0.0972 0.032 -0.049 -0.013 0.001
H 0.6019 -0.4888 0.1066 -0.032 -0.054 -0.102 -0.003
H 2.8390 -0.1168 -3.5367 -0.007 -0.012 -0.007 -0.015
H 3.6408 0.0310 -1.9727 -0.017 -0.063 0.050 0.001
H 2.6187 1.3266 -2.5456 -0.029 -0.017 -0.005 0.003
H 1.2445 -2.4855 -1.0556 -0.041 0.020 -0.048 0.004
H 2.9224 -1.9405 -1.0932 0.038 0.045 0.000 0.001
H 2.1103 -2.4142 -2.5927 -0.008 0.009 -0.012 -0.005
H -1.5885 0.1304 -4.4725 0.012 0.003 -0.009 -0.003
H -2.2343 1.5695 -3.6786 0.034 0.048 -0.034 0.005
H -2.3901 -0.0094 -2.9055 0.061 -0.049 -0.005 0.002
C -4.2354 6.0670 -8.2720 0.096 0.019 0.053 0.022
C -4.5804 4.9938 -7.2191 0.005 0.326 -0.680 0.001
C -5.6622 5.5021 -6.2634 -0.074 0.068 0.281 0.032
C -5.1610 6.5582 -5.2786 0.071 -0.049 -0.043 -0.021
C -3.9308 6.0592 -4.5213 -0.329 -0.041 0.043 0.030
C -2.8138 5.5712 -5.4446 0.574 0.565 -0.134 0.024
N -3.3729 4.5956 -6.4295 -0.701 -0.133 0.750 0.408
O -3.4765 3.4168 -5.9362 0.255 -0.203 -0.197 0.529
C -2.1389 6.7604 -6.1455 -0.065 -0.020 -0.110 0.011
C -1.7373 4.8662 -4.6354 0.087 -0.181 0.190 -0.038
C -5.0890 3.7699 -7.9683 -0.045 -0.198 0.043 -0.002
H -4.8988 5.9672 -9.1300 -0.067 -0.052 0.031 0.001
H -4.3522 7.0845 -7.9038 0.037 -0.013 0.030 0.001
H -3.2150 5.9475 -8.6345 0.005 -0.021 -0.005 -0.013
H -6.0603 4.6538 -5.6984 0.075 -0.050 -0.020 0.004
H -6.4877 5.8996 -6.8581 -0.013 -0.004 -0.035 0.000
H -4.9378 7.4948 -5.7964 0.022 -0.014 -0.023 -0.001
H -5.9536 6.7892 -4.5649 -0.012 0.028 -0.006 0.001
H -3.5324 6.8472 -3.8786 0.034 0.011 0.006 -0.002
H -4.2306 5.2366 -3.8646 0.040 -0.061 -0.055 0.005
H -1.4381 6.4118 -6.9047 0.006 -0.012 -0.002 -0.008
H -1.5771 7.3358 -5.4100 0.008 -0.050 0.064 0.000
H -2.8368 7.4477 -6.6146 -0.012 -0.030 -0.006 0.001
H -2.1450 4.0629 -4.0258 -0.038 -0.028 -0.077 0.012
H -1.2563 5.5796 -3.9654 -0.023 0.101 -0.040 0.000
H -0.9720 4.4465 -5.2892 -0.018 0.002 -0.033 0.001
H -4.3156 3.3631 -8.6209 0.011 0.009 -0.002 -0.003
H -5.9397 4.0651 -8.5822 -0.004 0.053 -0.026 0.001
H -5.4142 2.9835 -7.2924 0.072 0.005 0.023 0.002
```
Positions in Å, forces in eV/Å.



Density functional theory data (ωB97M-V/def2-TZVPD) for C35H34Br2CeN6O5 as an isolated structure at a distorted geometry.

The energy above the lowest of the compared OMol25 structures with the same formula, charge and spin comes out at 1.8055 eV. The net charge is +2. The highest occupied orbital energy comes out at -13.01 eV.

The geometry in XYZ format:
```
83
Properties=species:S:1:pos:R:3:forces:R:3:mulliken_charge:R:1
Ce 13.2430 15.5694 8.9412 0.054 -0.638 0.711 0.626
C 15.6487 13.0249 14.1481 0.360 -1.913 -0.018 -0.987
O 15.0068 13.6080 13.0164 -0.399 0.218 0.531 -0.144
C 13.7296 14.0287 13.2536 -0.642 0.250 -0.029 -0.087
C 13.0426 13.9007 14.4975 -1.000 1.737 -1.036 -0.646
C 11.6951 14.3839 14.6613 2.410 -1.453 -1.287 -1.177
C 11.0217 14.8152 13.5695 0.069 0.659 0.303 -1.031
C 11.6947 15.0112 12.3662 -0.540 -0.430 -0.971 1.148
C 10.8152 15.4761 11.3015 -0.477 0.223 0.644 -0.542
N 11.1266 15.9557 10.1510 1.005 -0.722 0.066 1.057
N 10.0635 16.4395 9.4424 -0.382 0.373 -0.610 -1.202
C 10.4131 16.7657 8.2381 0.263 -0.616 1.602 0.254
O 11.6752 16.5352 7.8490 -0.073 -0.025 -0.233 -0.051
C 9.4702 17.4408 7.3890 0.087 0.098 -1.566 0.875
C 10.0004 18.0703 6.2212 -1.056 -0.622 1.467 -0.230
C 9.0838 18.7827 5.4848 0.422 0.917 -0.731 -0.868
C 7.7295 18.8425 5.8097 0.803 0.003 -0.701 -0.542
C 7.2327 18.1024 6.8405 0.123 -0.607 0.657 -0.704
C 8.0876 17.4009 7.6716 0.870 -0.989 0.943 -0.390
C 13.0346 14.6276 12.1519 -1.064 -0.073 0.089 0.666
O 13.4631 14.7855 10.8649 0.177 -0.234 1.024 0.227
H 16.6494 12.6599 13.8304 -0.831 0.143 -0.071 0.221
H 15.0416 12.1499 14.5467 0.762 0.978 -0.527 0.379
H 15.8420 13.7082 14.9552 -0.257 0.643 0.288 0.424
H 13.5340 13.6371 15.4040 0.526 -0.568 0.229 0.474
H 11.1627 14.2703 15.5556 -0.254 -0.128 1.374 0.480
H 9.9959 15.1083 13.7149 -0.251 0.083 -0.389 0.393
H 9.7346 15.4748 11.5374 0.569 0.111 -0.038 0.383
H 11.0658 17.9591 5.9828 -0.598 0.292 0.029 0.345
H 9.4457 19.3646 4.6485 -0.102 -0.046 -0.212 0.399
H 7.0468 19.4022 5.1974 -0.039 0.202 -0.222 0.429
H 6.1806 18.0449 6.9355 -0.882 -0.034 0.467 0.450
H 7.7798 16.7318 8.5403 0.149 1.256 -1.335 0.358
Br 19.7367 16.6921 12.1024 -0.873 -0.044 -0.231 -0.100
C 17.9900 16.4402 11.3567 0.357 0.024 -0.150 -0.390
C 17.5297 15.1113 11.1672 0.543 0.604 0.471 -0.545
C 16.3376 14.9693 10.4888 1.065 0.402 -0.134 -0.514
N 15.6822 16.0364 10.0023 -1.267 -1.540 -0.265 0.210
C 16.0335 17.2719 10.2810 0.857 0.531 0.602 0.519
C 17.2437 17.5664 10.9427 -0.026 -2.099 -0.058 -0.981
C 15.0573 18.3079 9.8721 -0.791 -0.946 -0.301 1.026
C 15.3979 19.6130 10.0023 2.031 0.485 0.864 -0.629
C 14.6117 20.6507 9.5654 -1.456 -1.304 -0.593 -0.570
Br 15.1865 22.3748 9.5892 0.119 0.852 0.126 -0.048
C 13.3723 20.2384 9.0474 -0.336 0.341 0.606 -0.989
C 13.0418 18.8926 8.9636 0.675 0.637 0.147 -0.242
N 13.8563 17.8987 9.3698 0.528 0.906 -0.327 0.702
H 18.1000 14.2245 11.5328 -0.533 1.019 -0.367 0.449
H 16.0041 13.9543 10.2994 -0.487 0.276 -0.172 0.383
H 17.6345 18.5525 11.0945 0.042 0.149 0.159 0.636
H 16.3739 19.7606 10.4864 -0.665 0.558 -0.517 0.467
H 12.5565 20.9252 8.8534 0.385 0.234 -0.425 0.481
H 12.1057 18.6693 8.4847 -0.176 -0.393 0.228 0.641
N 13.6957 7.9356 8.6397 1.260 2.085 -0.070 -0.356
C 12.5807 8.6503 8.3722 2.033 -0.147 0.277 -0.023
O 11.5236 8.1594 8.1869 -2.452 -0.573 -0.358 -0.516
C 12.7740 10.1336 8.4173 -0.767 1.516 0.285 0.582
C 13.5724 10.8979 7.5615 -0.426 0.862 0.498 -0.812
C 13.5544 12.2936 7.7376 0.733 -0.600 -0.422 -0.268
N 12.8726 12.9506 8.6853 0.038 0.708 -0.587 0.142
C 12.0610 12.2690 9.4700 -0.521 -2.708 -0.093 -0.218
C 11.9739 10.8279 9.3281 0.597 2.380 0.456 -1.010
H 13.6826 6.9592 8.6594 -0.177 -1.534 -0.090 0.225
H 14.5945 8.4095 8.6261 -0.348 -0.423 0.171 0.205
H 14.1384 10.4245 6.7723 0.152 0.183 -0.049 0.541
H 14.1468 12.9645 7.1152 -0.033 -0.474 -0.150 0.408
H 11.4403 12.8314 10.1836 0.414 -0.462 -0.230 0.384
H 11.3470 10.3120 10.0177 -0.487 -0.426 0.180 0.532
C 16.2502 14.7268 6.0248 -1.657 -0.582 -1.143 -1.399
C 15.4898 15.8893 6.5446 -0.720 -0.912 -0.159 0.275
O 14.0820 15.5985 6.5973 -0.757 -0.703 0.239 0.046
C 13.3161 15.5685 5.3442 0.571 0.779 -0.218 -0.460
C 12.0996 14.6455 5.3987 -0.313 1.510 0.768 -0.816
H 17.2722 14.8620 6.0449 2.281 0.507 0.136 0.539
H 15.9806 14.5448 4.9886 0.039 -0.122 -0.200 0.386
H 16.0277 13.8272 6.5694 -0.122 -0.380 0.414 0.261
H 15.6341 16.7932 6.0099 0.277 0.935 -0.566 0.535
H 15.7456 16.0145 7.5636 0.466 0.610 1.187 -0.267
H 13.9935 15.3593 4.5125 0.042 -0.512 0.227 0.525
H 13.0638 16.6167 5.1593 -0.452 -0.099 0.230 0.298
H 12.2491 13.6959 4.9184 0.085 -0.413 0.026 0.385
H 11.3065 15.2118 4.8836 0.105 -0.533 0.028 0.369
H 11.7266 14.5610 6.4491 0.340 -0.251 -0.902 0.013
```
Positions in Å, forces in eV/Å.